ORCA calculation (ωB97M-V/def2-TZVPD) on 9 unconnected molecules or ions with the total composition C42H48F48O12S3 in a non-equilibrium geometry.

Geometry as XYZ:
```
153
C42H48F48O12S3 | the OMol25 dataset | ωB97M-V/def2-TZVPD
C 11.40775 0.69885 -6.47454
C 12.72432 0.96292 -5.71731
C 13.42232 -0.41258 -5.33431
S 13.22375 -1.37918 -6.99121
O 12.77609 -2.73416 -6.73677
O 14.29804 -1.09966 -7.94939
C 11.70889 -0.43105 -7.45382
H 11.01490 1.61858 -6.90797
H 10.57176 0.31279 -5.89128
H 12.71312 1.48509 -4.76059
H 13.29147 1.68935 -6.29931
H 12.81546 -0.95381 -4.60843
H 14.43058 -0.45591 -4.92245
H 10.90333 -1.14354 -7.63131
H 11.89145 0.00075 -8.43787
C 6.58067 6.58251 -10.13841
C 6.62229 7.42953 -11.41929
C 6.27729 8.85724 -11.08343
S 5.21797 8.71869 -9.52159
O 3.80793 9.13209 -9.66444
O 6.00239 9.36844 -8.42660
C 5.29903 6.90811 -9.36701
H 7.38203 6.81389 -9.43672
H 6.70461 5.51565 -10.32423
H 5.87007 7.01580 -12.09092
H 7.52142 7.37767 -12.03329
H 5.68324 9.39126 -11.82508
H 7.12370 9.47176 -10.77675
H 4.49763 6.50861 -9.98852
H 5.11372 6.66812 -8.32003
C 9.92049 4.24439 4.44132
C 11.16773 4.74706 3.63413
C 11.00344 4.62861 2.13415
S 9.15822 4.88628 1.76997
O 8.77883 3.87383 0.77613
O 8.90265 6.34237 1.52334
C 8.72823 4.38917 3.54382
H 9.75936 4.71311 5.41211
H 10.11161 3.23631 4.80921
H 12.12616 4.37836 3.99963
H 11.23344 5.80604 3.88377
H 11.01313 3.54938 1.98175
H 11.58727 5.23089 1.43809
H 8.25958 3.42214 3.36123
H 7.81604 4.92964 3.79663
C 18.28039 -6.54727 -17.18438
C 19.57302 -7.40288 -16.92237
C 20.57277 -6.47257 -16.27284
F 21.81503 -6.74747 -15.93931
F 20.62718 -5.32942 -16.96171
F 19.34028 -8.38840 -16.04607
F 19.97175 -7.93587 -18.10622
O 17.79230 -5.63142 -16.16093
C 16.53077 -5.80314 -15.63776
C 15.91952 -4.44043 -15.23098
F 15.78441 -3.63054 -16.28092
F 14.80714 -4.49366 -14.49495
F 15.68506 -6.51114 -16.30873
F 16.82090 -6.47583 -14.54022
H 17.46276 -7.21322 -17.46021
H 18.58001 -5.89346 -18.00344
H 20.08668 -6.07138 -15.38355
H 16.63455 -3.94805 -14.57190
C 20.36351 -7.35587 -4.49331
C 21.30959 -6.29030 -5.03296
C 22.61930 -6.09687 -4.22930
F 23.27397 -7.20705 -4.11231
F 23.36303 -5.02205 -4.62081
F 21.64539 -6.68854 -6.27422
F 20.68669 -5.06891 -5.14835
O 19.03787 -7.42794 -5.17182
C 18.93963 -8.29866 -6.33536
C 17.48488 -8.82571 -6.35384
F 17.21165 -9.37250 -7.50106
F 17.13479 -9.66108 -5.31370
F 19.10836 -7.60205 -7.46072
F 19.81884 -9.27886 -6.35728
H 20.10442 -7.01165 -3.49207
H 20.87985 -8.31493 -4.45194
H 22.45309 -5.95668 -3.16120
H 16.90597 -7.90246 -6.32947
C 19.38630 3.17967 -9.66459
C 18.15701 3.97879 -10.30506
C 17.85040 5.29223 -9.51637
F 17.35847 5.05344 -8.31764
F 18.91280 6.01096 -9.39998
F 18.43144 4.36294 -11.60884
F 17.10666 3.17639 -10.37805
O 19.44324 1.82882 -10.09012
C 20.70341 1.21188 -10.13963
C 20.44107 -0.21989 -10.65803
F 20.01765 -0.24872 -11.92280
F 21.49299 -1.03605 -10.67491
F 21.50821 1.99569 -10.86321
F 21.15372 1.18048 -8.89382
H 19.42227 3.23118 -8.57639
H 20.22648 3.80247 -9.97169
H 17.08680 5.80046 -10.10521
H 19.64425 -0.72132 -10.10873
C 1.10513 -1.03556 -8.15464
C -0.34570 -1.60392 -8.38234
C -0.65983 -2.81079 -7.48783
F -1.58547 -3.70329 -7.93445
F 0.36078 -3.59630 -7.07431
F -1.26465 -0.64343 -8.28603
F -0.23675 -1.95142 -9.66298
O 1.24885 -0.71373 -6.77247
C 2.48685 -0.77981 -6.14031
C 2.45002 -0.55062 -4.58942
F 1.95716 0.65767 -4.29891
F 1.61016 -1.41371 -4.02315
F 2.99072 -2.00713 -6.47082
F 3.24963 0.09984 -6.70691
H 1.46498 -0.24343 -8.81125
H 1.82211 -1.81949 -8.39856
H -1.15842 -2.46812 -6.58114
H 3.45227 -0.62091 -4.16676
C 4.92634 -10.63933 -7.90086
C 5.77728 -9.73508 -6.98284
C 5.90616 -8.33818 -7.47129
F 4.93458 -7.77924 -8.28225
F 6.38480 -7.44396 -6.56572
F 5.37019 -9.75561 -5.69256
F 7.02261 -10.24661 -6.97566
O 3.62353 -10.09496 -8.01091
C 2.80126 -10.77950 -8.90295
C 1.33172 -10.35293 -8.74564
F 0.55376 -10.67475 -9.76968
F 0.71830 -10.61412 -7.53715
F 3.13688 -10.46510 -10.14671
F 2.85780 -12.08545 -8.86791
H 4.78070 -11.60878 -7.42435
H 5.34399 -10.86620 -8.88178
H 6.72384 -8.34483 -8.19204
H 1.42770 -9.26733 -8.76477
C 4.64241 0.20633 -17.28988
C 4.80079 1.71873 -16.92543
C 4.65235 2.63895 -18.15926
F 5.37262 2.15429 -19.21585
F 3.41064 2.83310 -18.55819
F 3.88194 2.10563 -16.08055
F 6.04143 1.81127 -16.34911
O 4.71012 -0.60858 -16.06082
C 5.22579 -1.92999 -16.05756
C 5.28113 -2.41662 -14.54500
F 6.14301 -3.40730 -14.36069
F 5.58410 -1.45087 -13.71017
F 4.39629 -2.75389 -16.77267
F 6.46679 -2.02099 -16.70814
H 5.32111 -0.11271 -18.08090
H 3.67741 -0.00465 -17.75073
H 5.04976 3.63356 -17.95702
H 4.35028 -2.88296 -14.22231
```

Properties
relative energy (zero: lowest compared OMol25 entry of this formula, charge and spin): 337.2 kJ/mol
gap between HOMO and LUMO: 10.51 eV
HOMO energy: -0.377 Ha
spin multiplicity: 1
net charge: 0